No. 1
The following is a quantum chemistry calculation of an isolated molecule of C7H15O2PSi at a distorted geometry, from OMol25.

Last column: Löwdin charge in e.
Atoms and positions in Å:
C -3.275 -1.000 0.881  -0.145
C -2.448 -0.060 1.333  -0.141
C -3.283 -1.120 -0.587  -0.283
C -2.849 0.161 -1.255  -0.248
C 2.497 0.525 -1.540  -0.175
C 1.810 1.929 0.887  -0.186
C 2.145 -1.115 1.159  -0.157
O -1.602 2.458 0.042  -0.296
O -0.213 0.043 -0.391  -0.363
Si 1.355 0.292 0.018  0.422
P -1.790 1.020 -0.026  0.751
H -3.714 -1.753 1.600  0.132
H -2.194 0.150 2.400  0.095
H -2.618 -1.827 -0.942  0.081
H -4.245 -1.536 -1.165  0.162
H -2.423 0.212 -2.231  0.086
H -3.843 0.688 -1.314  0.117
H 2.466 1.531 -1.830  -0.014
H 3.452 0.131 -1.333  -0.006
H 2.053 0.013 -2.541  0.079
H 2.853 1.981 1.054  0.010
H 1.504 2.784 0.401  -0.014
H 1.382 2.134 1.938  0.062
H 3.018 -0.695 1.486  -0.028
H 1.371 -1.282 2.005  0.059
H 2.408 -1.964 0.571  0.002

## Properties
E_HOMO ... -9.596 eV
E ... -1057.08773 Eh
Structure (SMILES) ... C[Si](C)(C)O[P@]1(=O)C=CCC1
Gap between HOMO and LUMO ... 10.2563 eV
Energy above the lowest of the compared OMol25 structures with the same formula, charge and spin ... 15.4 kJ/mol
Total charge ... 0



No. 2
The following is a quantum chemistry calculation of a structure of composition C7H15O4Yb at a distorted geometry, from OMol25.

Last column: Löwdin charge in e.
Atoms and positions in Å:
C -2.430 2.059 0.695  0.050
O -1.634 1.381 1.567  -0.234
C -0.739 2.101 2.454  -0.237
H -2.498 0.731 -0.585  0.131
H -1.996 2.977 0.278  0.115
H -1.097 1.937 3.487  0.077
H -0.751 3.175 2.185  0.061
Yb 1.251 0.840 1.819  1.486
C -2.373 -0.373 -1.424  -0.086
O -1.035 -0.419 -1.796  -0.164
C -0.378 -1.645 -1.577  -0.184
C 0.246 -1.753 -0.198  -0.170
O 1.198 -0.726 0.042  -0.328
C 2.556 -1.006 -0.321  -0.179
C 3.341 0.288 -0.113  -0.313
O 3.033 0.881 1.103  -0.426
H -2.994 -0.722 -2.265  0.111
H -2.807 -0.955 -0.601  0.080
H 0.396 -1.725 -2.352  0.138
H -1.079 -2.489 -1.704  0.143
H -0.520 -1.655 0.584  0.123
H 0.725 -2.737 -0.086  0.145
H 2.607 -1.346 -1.366  0.139
H 2.925 -1.808 0.339  0.138
H 4.415 0.028 -0.195  0.133
H 3.117 0.962 -0.966  0.125
H -3.480 1.999 0.994  0.126

## Properties
E_HOMO (alpha / beta) ... -8.971 / -12.131 eV
⟨S²⟩ ... 2.48
E ... -1734.82364 Eh
Spin multiplicity ... 3
Gap between HOMO and LUMO (alpha / beta) ... 3.5478 / 5.6755 eV
Total charge ... +1



No. 3
The following is a quantum chemistry calculation of an isolated molecule of C7H15PS2 at a distorted geometry, from OMol25.

Last column: Löwdin charge in e.
Atoms and positions in Å:
C -0.442 -0.885 0.559  -0.176
C 1.042 -0.238 0.683  -0.524
C -1.243 0.007 -0.453  -0.606
C 1.275 0.553 1.964  -0.106
C 2.222 -1.059 0.306  -0.121
C -1.797 -0.935 -1.590  -0.059
C -2.193 0.943 0.343  -0.113
P 0.359 1.035 -0.925  0.193
S 0.177 2.967 -0.911  0.156
S 1.104 0.415 -2.797  0.477
H -0.311 -1.933 0.374  0.089
H -0.962 -0.848 1.564  0.121
H 0.381 0.887 2.535  0.076
H 1.931 1.349 1.615  0.067
H 1.869 -0.096 2.754  0.114
H 1.751 -2.018 -0.052  0.090
H 2.894 -1.326 1.157  0.081
H 2.850 -0.443 -0.448  0.093
H -2.415 -0.245 -2.168  0.088
H -2.288 -1.747 -1.092  0.077
H -0.875 -1.095 -2.075  -0.002
H -1.653 1.229 1.250  0.060
H -3.097 0.309 0.568  0.101
H -2.522 1.832 -0.220  0.061
H 1.941 1.342 -2.943  -0.239

## Properties
E_HOMO ... -8.366 eV
E ... -1413.40059 Eh
Structure (SMILES) ... CC1(C)CC(C)(C)P1(=S)S
Gap between HOMO and LUMO ... 8.8547 eV
Energy above the lowest of the compared OMol25 structures with the same formula, charge and spin ... 8.2 kJ/mol
Total charge ... 0



No. 4
The following is a quantum chemistry calculation of a cluster of 2 separate species, C7H16 in total at a distorted geometry, from OMol25.

Last column: Löwdin charge in e.
Atoms and positions in Å:
C -3.864 0.625 0.008  -0.114
C -3.686 -0.708 0.015  -0.115
C 1.340 -2.517 -0.357  -0.115
C 1.474 -1.196 0.570  -0.247
C 1.253 0.043 -0.372  -0.320
C 1.125 1.230 0.432  -0.407
C 1.391 2.460 -0.243  -0.181
H -3.377 1.649 -0.445  0.101
H -4.976 0.945 0.290  0.065
H -2.813 -1.174 -0.242  -0.019
H -4.339 -1.615 0.277  0.081
H 0.315 -2.685 -0.790  0.071
H 2.096 -2.270 -1.078  0.044
H 1.546 -3.326 0.406  0.073
H 2.529 -1.210 1.084  0.131
H 0.779 -1.283 1.407  0.090
H 2.007 0.158 -1.224  0.140
H 0.310 0.019 -1.001  0.123
H 2.152 0.911 1.007  0.148
H 0.345 1.202 1.263  0.141
H 0.701 2.761 -1.193  0.126
H 1.195 3.291 0.548  0.091
H 2.500 2.688 -0.363  0.091

## Properties
E_HOMO ... -10.057 eV
E ... -276.14284 Eh
Structure (SMILES) ... CCCCC.C=C
Gap between HOMO and LUMO ... 11.0776 eV
Energy above the lowest of the compared OMol25 structures with the same formula, charge and spin ... 450.4 kJ/mol
Total charge ... 0



No. 5
The following is a quantum chemistry calculation of a cluster of 2 separate species, C7H16 in total at a distorted geometry, from OMol25.

Last column: Löwdin charge in e.
Atoms and positions in Å:
C 0.358 3.249 -1.181  -0.125
C -0.904 3.337 -0.590  -0.132
C -2.290 -1.035 1.560  -0.066
C -0.629 -1.097 1.386  -0.244
C 0.023 -1.388 0.070  -0.295
C 1.472 -1.084 0.013  -0.244
C 2.050 -1.567 -1.337  -0.110
H 0.353 2.448 -2.030  0.065
H 1.233 4.013 -1.015  0.070
H -1.526 2.447 -0.738  0.012
H -1.236 4.125 0.357  0.114
H -2.782 -0.315 0.983  0.021
H -2.510 -2.060 1.259  0.052
H -2.529 -0.902 2.665  0.082
H -0.423 -1.762 2.297  0.129
H -0.399 -0.262 1.740  -0.003
H -0.097 -2.489 -0.255  0.138
H -0.594 -0.684 -0.594  0.135
H 1.777 -2.066 0.612  0.154
H 1.595 -0.172 0.440  0.076
H 1.894 -0.876 -2.201  0.081
H 3.032 -1.394 -1.357  0.010
H 1.723 -2.544 -1.684  0.080

## Properties
E_HOMO ... -10.015 eV
E ... -276.13124 Eh
Structure (SMILES) ... CCCCC.C=C
Gap between HOMO and LUMO ... 11.1059 eV
Energy above the lowest of the compared OMol25 structures with the same formula, charge and spin ... 480.9 kJ/mol
Total charge ... 0



No. 6
The following is a quantum chemistry calculation of a structure of composition C7H16AgN2O9 at a distorted geometry, from OMol25.

Last column: Löwdin charge in e.
Atoms and positions in Å:
Ag -0.591 -0.213 -0.356  0.652
C -2.363 -0.327 3.304  -1.036
O -1.760 -1.269 2.723  0.018
O -3.244 -0.456 4.187  -0.045
O -2.122 0.728 2.687  0.056
C -1.055 2.360 -3.420  -1.185
O -1.842 2.301 -2.473  -0.155
O -0.987 3.244 -4.274  -0.120
O -0.322 1.358 -3.591  -0.122
C -5.380 -1.806 -2.323  -0.098
C -4.609 -3.108 -2.188  -0.330
O -3.298 -2.594 -2.173  -0.105
H -5.299 -1.172 -1.440  0.086
H -6.429 -2.034 -2.512  0.056
H -4.980 -1.254 -3.174  0.079
H -4.717 -3.927 -2.899  0.101
H -4.883 -3.509 -1.212  0.101
H -2.927 -2.642 -3.057  0.085
C 5.046 -1.660 1.037  -0.101
C 3.704 -2.340 1.152  -0.312
O 2.880 -2.243 -0.059  -0.100
H 5.723 -1.807 1.879  0.068
H 4.735 -0.618 0.954  0.077
H 5.501 -1.952 0.091  0.067
H 3.172 -1.877 1.983  0.110
H 3.763 -3.394 1.423  0.096
H 3.140 -2.914 -0.695  0.067
C 2.314 3.740 1.478  -0.840
O 2.095 2.652 0.913  0.015
N 3.326 4.476 1.475  0.164
N 1.466 4.185 2.286  0.163
H 4.142 4.239 0.928  0.124
H 3.465 5.288 2.059  0.112
H 1.645 4.992 2.865  0.112
H 0.689 3.554 2.420  0.141

## Properties
E_HOMO (alpha / beta) ... 1.164 / 1.183 eV
⟨S²⟩ ... 0.76
E ... -1209.76031 Eh
Spin multiplicity ... 2
Gap between HOMO and LUMO (alpha / beta) ... 2.9719 / 2.9539 eV
Total charge ... -2



No. 7
The following is a quantum chemistry calculation of a structure of composition C7H16BBr6Na3O3 at a distorted geometry, from OMol25.

Last column: Löwdin charge in e.
Atoms and positions in Å:
Na 0.517 2.201 -3.699  0.754
Na 2.823 -0.042 -1.706  0.405
Na 0.357 -1.233 -3.160  0.444
C 3.580 -2.545 -2.967  -1.081
O 2.364 -2.421 -2.685  -0.153
O 4.035 -3.415 -3.711  -0.046
O 4.380 -1.649 -2.576  -0.134
B 0.357 0.654 -1.356  -0.483
H 1.128 1.425 -1.466  -0.055
H -0.399 0.791 -2.147  -0.086
H 0.745 -0.370 -1.425  -0.051
H -0.166 0.728 -0.373  -0.015
Br -5.704 0.559 -1.231  0.560
C -4.230 -0.123 -0.049  -0.621
C -2.813 0.119 -0.617  -0.617
Br -2.641 -0.795 -2.376  0.681
H -4.383 -1.159 0.236  0.067
H -4.171 0.545 0.811  0.011
H -2.046 -0.292 0.035  0.056
H -2.558 1.162 -0.787  0.052
Br -2.506 2.361 2.622  0.622
C -0.518 2.372 2.531  -0.637
C -0.099 3.136 1.270  -0.639
Br 1.869 2.926 1.111  0.638
H -0.279 1.313 2.508  0.039
H -0.208 2.885 3.438  0.055
H -0.303 4.200 1.361  0.058
H -0.622 2.656 0.446  0.020
Br 3.291 -0.681 1.556  0.679
C 1.727 -1.860 1.255  -0.623
C 1.156 -2.130 2.628  -0.697
Br -0.433 -3.327 2.495  0.586
H 2.018 -2.796 0.783  0.079
H 0.936 -1.371 0.689  0.036
H 0.912 -1.261 3.241  0.043
H 1.883 -2.565 3.315  0.053

## Properties
E_HOMO ... -5.186 eV
E ... -16457.82177 Eh
Gap between HOMO and LUMO ... 2.5777 eV
Energy above the lowest of the compared OMol25 structures with the same formula, charge and spin ... 458.6 kJ/mol
Total charge ... 0



No. 8
The following is a quantum chemistry calculation of a structure of composition C7H16Cl2IrN2O2PS at a distorted geometry, from OMol25.

Last column: Löwdin charge in e.
Atoms and positions in Å:
C 1.650 5.061 3.317  -0.045
C 1.253 3.765 2.628  -0.774
H 2.704 4.934 3.608  0.102
H 1.056 5.261 4.227  0.103
H 1.587 5.927 2.622  0.109
O 1.969 2.815 2.394  0.024
Cl -0.461 3.726 2.123  0.660
Ir -0.037 0.165 0.355  0.719
P 0.442 0.934 -1.728  0.587
C 1.733 0.146 -2.763  -0.212
C -0.977 1.059 -2.867  -0.245
H 0.312 3.164 -0.829  0.024
H 1.267 3.096 -2.359  0.076
H 1.983 2.537 -0.811  0.063
C 1.062 2.606 -1.401  -0.235
H -1.805 1.558 -2.361  0.024
H -0.664 1.644 -3.737  0.073
H 1.902 0.751 -3.660  0.074
H 1.412 -0.853 -3.074  0.062
H -1.286 0.062 -3.193  0.053
H 2.676 0.060 -2.216  0.060
C 1.437 -0.924 0.447  -0.430
O 2.282 -1.734 0.368  0.122
Cl -1.992 1.491 0.432  0.206
N -1.293 -3.853 -0.556  0.167
C -1.360 -2.849 0.327  -0.763
N -1.348 -3.049 1.637  0.173
S -1.651 -1.280 -0.313  0.661
H -1.052 -4.808 -0.297  0.155
H -1.338 -3.611 -1.538  0.122
H -1.503 -2.223 2.225  0.131
H -1.288 -3.965 2.068  0.155

## Properties
E_HOMO (alpha / beta) ... -14.272 / -16.452 eV
⟨S²⟩ ... 6.01
E ... -2299.93136 Eh
Spin multiplicity ... 5
Gap between HOMO and LUMO (alpha / beta) ... 7.8325 / 4.9180 eV
Energy above the lowest of the compared OMol25 structures with the same formula, charge and spin ... 0.0 kJ/mol
Total charge ... +2